# 1
18
Properties=species:S:1:pos:R:3 method="wB97M-V/def2-TZVPD" lumo_energy_ev=1.010 total_charge=0 smiles="C=CN.CCN"
C -3.638 -1.219 -0.465
C -2.511 -0.657 -0.887
N -1.218 -0.955 -0.430
H -3.708 -1.699 0.503
H -4.555 -1.260 -1.030
H -2.511 0.129 -1.639
H -1.032 -1.942 -0.351
H -0.592 -0.526 -1.094
C 1.822 1.784 1.356
C 1.795 0.484 0.580
N 2.940 0.404 -0.318
H 1.432 2.620 0.787
H 1.139 1.692 2.209
H 2.778 2.067 1.802
H 1.793 -0.457 1.126
H 0.872 0.547 0.008
H 3.547 1.204 -0.315
H 3.377 -0.482 -0.479

# 2
18
Properties=species:S:1:pos:R:3 method="wB97M-V/def2-TZVPD" lumo_energy_ev=1.063 total_charge=0 smiles=CN[C@H](C)CN
C 1.246 -0.552 -1.836
N 1.081 0.417 -0.757
C 0.262 0.198 0.397
C 0.054 -1.289 0.746
C -1.163 0.901 0.145
N -1.712 1.399 1.402
H 1.695 -1.437 -1.400
H 1.765 -0.014 -2.695
H 0.246 -1.107 -2.332
H 1.858 0.972 -0.396
H 0.876 0.602 1.278
H -0.553 -1.495 1.619
H -0.536 -1.698 -0.157
H 0.922 -1.967 0.708
H -1.991 0.413 -0.416
H -0.890 1.815 -0.447
H -1.910 0.712 2.164
H -1.252 2.129 1.977

# 3
18
Properties=species:S:1:pos:R:3 method="wB97M-V/def2-TZVPD" lumo_energy_ev=-0.819 total_charge=0
C 2.209 0.452 -0.175
C 0.797 -0.206 -0.004
C -0.277 0.535 -0.748
C -1.682 0.405 -0.018
N -2.333 -0.781 -0.297
N 0.712 -1.638 0.062
H 3.030 -0.227 -0.385
H 2.522 0.917 0.770
H 2.184 1.162 -1.000
H 0.542 0.282 0.966
H -0.005 1.608 -0.712
H -0.470 0.335 -1.797
H -2.190 1.359 -0.183
H -0.858 0.927 1.887
H -1.495 -0.384 0.836
H -3.294 -0.699 0.041
H 0.769 -2.018 1.032
H -0.165 -2.030 -0.275

# 4
18
Properties=species:S:1:pos:R:3 method="wB97M-V/def2-TZVPD" lumo_energy_ev=0.899 total_charge=0 smiles="C=CN.CCN"
C -3.527 0.944 -1.588
C -2.985 -0.264 -1.357
N -1.830 -0.492 -0.639
H -4.505 1.113 -2.002
H -3.043 1.812 -1.149
H -3.621 -1.137 -1.451
H -1.737 -1.345 -0.160
H -1.238 0.299 -0.465
C 1.748 0.650 0.178
C 1.920 -0.363 1.295
N 3.354 -0.646 1.645
H 2.108 0.209 -0.755
H 0.734 1.013 0.013
H 2.255 1.554 0.520
H 1.558 0.178 2.182
H 1.446 -1.338 1.242
H 3.922 -0.523 0.800
H 3.441 -1.662 1.690

no.,electronic energy (a.u.)
1,-269.05337
2,-269.03327
3,-268.85260
4,-269.05528